(1)
DFT (ωB97M-V with the def2-TZVPD basis set) results for a cluster of 2 separate species, C6H6IOP in total at a distorted geometry.

The value obtained for the relative energy (zero: lowest compared OMol25 entry of this formula, charge and spin) is 58.1 kcal per mole. The calculation puts the highest occupied orbital energy (alpha / beta) at -8.51 / -7.75 eV. The gap between HOMO and LUMO (alpha / beta) comes out at 7.860 / 7.846 eV. As for the calculated total energy: -25752.8491 eV. The value obtained for the max |F| is 4.78 eV Å⁻¹. The charge is 0.

The geometry in XYZ format:
```
15
Properties=species:S:1:pos:R:3:mulliken_charge:R:1
C -0.94 0.04 -1.06 -0.314
C -1.37 -1.12 -0.44 -0.441
C 0.16 0.82 -0.65 -0.206
C -0.60 -1.65 0.61 -0.464
C 0.86 0.29 0.52 -0.502
C 0.47 -0.89 0.93 0.183
O 4.12 -1.53 2.65 -0.361
P 2.77 -2.34 2.99 0.180
I 2.58 -3.89 1.13 -0.103
H -1.42 0.64 -1.83 0.282
H -2.19 -1.66 -0.74 0.426
H 0.28 1.67 -1.26 0.391
H -0.62 -2.65 0.99 0.343
H 1.81 0.61 0.98 0.289
H 4.64 -1.99 2.04 0.297
```

(2)
DFT (ωB97M-V with the def2-TZVPD basis set) results for a structure of composition C6H6KO3 at a distorted geometry.

The value obtained for the relative energy (zero: lowest compared OMol25 entry of this formula, charge and spin) is 0.0 kcal per mole. The calculation puts the highest occupied orbital energy (alpha / beta) at -7.18 / -7.28 eV. As for the expectation value of S²: 0.7593. The gap between HOMO and LUMO (alpha / beta) comes out at 5.531 / 5.627 eV. As for the calculated total energy: -28783.6793 eV. The value obtained for the max |F| is 2.81 eV Å⁻¹. The charge is 0. The multiplicity is 2.

The geometry in XYZ format:
```
16
Properties=species:S:1:pos:R:3:mulliken_charge:R:1
O -3.17 -1.13 2.43 -0.659
C -3.16 -1.24 1.19 0.593
O -3.55 -2.17 0.47 -0.640
C 0.95 -0.16 -0.88 -0.354
H 0.47 0.09 -1.84 0.311
H 0.82 -1.25 -0.76 0.330
C 2.42 0.22 -0.89 -0.887
H 2.91 -0.06 0.05 0.173
H 2.94 -0.31 -1.69 0.355
H 2.55 1.30 -1.08 0.142
C -2.50 -0.06 0.42 -0.232
C -1.23 0.16 0.28 -0.029
C 0.13 0.51 0.22 0.330
O 0.62 1.33 1.01 -0.682
K 2.80 2.46 1.59 1.005
H -3.01 0.32 -0.51 0.244
```